Arrangement P

Molecular formula: C3H11NO2
Method: DFT, the ωB97M-V functional and the def2-TZVPD basis

Structure (ORCA input):
```
! RIJCOSX wB97M-V def2-TZVPD def2/J DEFGRID3
* xyz 1 2
C 0.020 -0.963 -0.097
C -1.395 -0.432 -0.479
C -2.060 0.174 0.751
O -3.316 0.651 0.381
N 0.599 -1.636 -1.248
H -0.005 -1.618 0.850
H 0.585 -0.098 0.206
H -2.200 -1.082 -0.960
H -1.334 0.315 -1.248
H -1.438 0.991 1.183
H -2.259 -0.637 1.433
H -3.300 1.585 0.119
H 0.611 -2.659 -1.017
H 1.583 -1.404 -1.316
H 5.627 2.391 0.222
H 4.393 1.406 0.091
O 5.060 1.775 0.688
*
```

Values from the calculation:
Molecular weight: 93.13 g/mol
Gap between HOMO and LUMO (spin up / spin down): 10.5 / 4.4 eV

***

Arrangement Q

Molecular formula: C3H11NO2
Method: DFT, the ωB97M-V functional and the def2-TZVPD basis

Structure (ORCA input):
```
! RIJCOSX wB97M-V def2-TZVPD def2/J DEFGRID3
* xyz 1 2
C -0.104 -0.214 0.450
O -1.300 -0.704 1.098
C -0.365 0.224 -0.971
C 0.721 1.041 -1.482
N -0.437 -0.920 -1.900
H 0.183 0.691 0.964
H 0.784 -0.914 0.556
H -1.504 -1.583 0.894
H -1.397 0.646 -1.044
H 0.789 1.014 -2.609
H 1.744 0.908 -1.181
H 0.346 2.165 -1.285
H -0.459 -0.809 -2.870
H 0.363 -1.620 -1.679
H -0.352 0.064 3.145
H 0.553 0.306 4.315
O 0.434 -0.297 3.601
*
```

Values from the calculation:
Molecular weight: 93.13 g/mol
Gap between HOMO and LUMO (spin up / spin down): 10.5 / 5.4 eV

***

The energetic minimum among the shown structures is arrangement Q; the next structure lies 0.285 eV above.